# 1
Molecular formula: C19H16IN3O3PtS
Method: DFT, ωB97M-V with the def2-TZVPD basis set

Last column: Löwdin charge in e.
CARTESIAN COORDINATES (ANGSTROEM)
Pt  0.167  0.189  0.149  0.64
C  -0.666  0.479  -4.408  -0.01
C  0.731  0.101  -4.030  -0.25
N  1.616  -0.127  -4.959  0.12
C  2.875  -0.474  -4.595  -0.10
C  3.282  -0.623  -3.304  -0.16
C  4.713  -0.972  -3.021  -0.21
O  4.782  -2.269  -2.418  -0.06
C  2.339  -0.393  -2.254  -0.07
C  2.778  -0.578  -0.901  -0.05
N  2.156  -0.217  0.184  -0.12
C  2.871  -0.367  1.426  -0.29
C  4.268  -0.427  1.474  -0.02
C  4.936  -0.573  2.675  -0.07
C  4.236  -0.634  3.870  -0.08
C  2.859  -0.519  3.853  -0.15
C  2.193  -0.373  2.645  -0.60
I  0.141  -0.109  2.636  1.21
C  1.041  -0.014  -2.626  -0.27
O  0.048  0.214  -1.829  -0.24
H  -0.738  0.556  -5.490  0.08
H  -0.950  1.424  -3.943  0.09
H  -1.377  -0.265  -4.041  0.08
H  3.575  -0.626  -5.408  0.11
H  5.162  -0.230  -2.348  0.12
H  5.274  -0.946  -3.957  0.12
H  5.672  -2.615  -2.533  0.09
H  3.741  -1.057  -0.799  0.10
H  4.849  -0.328  0.569  0.11
H  6.017  -0.619  2.675  0.11
H  4.758  -0.740  4.811  0.11
H  2.299  -0.528  4.779  0.10
O  -1.870  -1.366  0.031  -0.25
N  -2.675  -0.870  -0.854  -0.26
C  -3.321  -1.714  -1.695  -0.03
C  -4.204  -1.256  -2.636  -0.07
C  -4.426  0.118  -2.735  -0.09
C  -3.736  0.964  -1.902  -0.10
C  -2.831  0.484  -0.947  -0.67
S  -1.900  1.499  0.078  0.57
H  -3.077  -2.750  -1.524  0.13
H  -4.708  -1.966  -3.276  0.10
H  -5.119  0.515  -3.464  0.10
H  -3.860  2.036  -1.964  0.10

Output
Frontier orbital gap ... 6.71 eV
Maximum force ... 0.0281 hartree/bohr
Energy relative to the best compared isomer or geometry (same formula, charge and spin) ... 43.72 kJ/mol
E_HOMO ... -0.27071 hartree
E_tot ... -52756.3312 eV



# 2
Molecular formula: C19H16KN3O
Method: DFT, ωB97M-V with the def2-TZVPD basis set

Last column: Löwdin charge in e.
CARTESIAN COORDINATES (ANGSTROEM)
K  0.060  -0.790  2.608  0.91
N  1.582  3.279  -7.129  0.15
C  1.451  2.844  -6.073  -0.19
C  1.277  2.296  -4.763  -0.24
C  1.973  1.148  -4.386  -0.02
C  1.789  0.615  -3.123  -0.01
C  0.906  1.209  -2.228  -0.22
C  0.222  2.362  -2.605  -0.01
C  0.405  2.908  -3.861  -0.01
C  0.675  0.624  -0.873  -0.05
C  1.644  0.944  0.080  -0.28
C  2.752  1.824  -0.141  -0.03
C  3.462  1.863  1.031  -0.09
C  2.771  1.003  1.923  -0.19
N  1.698  0.457  1.375  -0.09
C  -0.492  -0.152  -0.771  -0.27
C  -1.327  -0.492  -1.882  -0.04
C  -2.366  -1.237  -1.383  -0.09
C  -2.139  -1.312  0.011  -0.20
N  -1.035  -0.685  0.391  -0.06
H  2.654  0.686  -5.087  0.12
H  2.334  -0.270  -2.822  0.13
H  -0.454  2.830  -1.901  0.13
H  -0.125  3.803  -4.158  0.12
H  2.967  2.356  -1.055  0.11
H  4.359  2.423  1.246  0.09
H  3.044  0.770  2.947  0.10
H  -1.155  -0.222  -2.913  0.11
H  -3.191  -1.678  -1.921  0.09
H  -2.786  -1.798  0.731  0.08
C  -2.626  -2.506  3.437  -0.02
C  -1.767  -2.472  4.679  -0.48
C  -2.273  -3.182  5.909  0.00
O  -0.702  -1.888  4.680  -0.07
H  -3.583  -2.993  3.594  0.08
H  -2.083  -3.033  2.648  0.09
H  -2.791  -1.485  3.087  0.09
H  -3.235  -3.658  5.748  0.08
H  -2.354  -2.463  6.726  0.10
H  -1.542  -3.930  6.222  0.10

Output
Frontier orbital gap ... 6.83 eV
Maximum force ... 0.0179 hartree/bohr
E_HOMO ... -0.25765 hartree
E_tot ... -42805.0766 eV



# 3
Molecular formula: C19H16N2O4
Method: DFT, ωB97M-V with the def2-TZVPD basis set

Last column: Löwdin charge in e.
CARTESIAN COORDINATES (ANGSTROEM)
C  -4.417  -1.815  -0.083  -0.04
C  -3.458  -0.676  0.059  -0.23
C  -2.757  -0.493  1.244  -0.04
C  -1.856  0.541  1.403  -0.04
C  -1.645  1.436  0.357  -0.16
C  -2.366  1.266  -0.828  0.03
C  -3.258  0.223  -0.996  -0.22
C  -4.002  0.065  -2.286  -0.04
H  -3.783  -0.900  -2.740  0.08
H  -5.077  0.114  -2.117  0.08
H  -3.726  0.849  -2.986  0.08
H  -2.201  1.973  -1.627  0.12
C  -0.716  2.578  0.422  -0.32
O  -0.825  3.552  -0.285  0.11
C  0.460  2.466  1.407  -0.03
N  1.377  1.428  0.976  -0.02
N  0.938  0.197  1.081  0.18
C  1.629  -0.814  0.651  -0.10
C  2.927  -0.649  0.043  -0.08
C  3.724  -1.695  -0.437  0.00
C  4.960  -1.426  -0.981  -0.06
C  5.438  -0.119  -1.060  -0.06
C  4.670  0.923  -0.594  0.00
C  3.413  0.671  -0.039  -0.06
C  2.617  1.797  0.447  -0.35
O  2.963  2.959  0.427  0.09
H  5.009  1.946  -0.640  0.12
H  6.410  0.073  -1.487  0.11
H  5.568  -2.239  -1.348  0.11
H  3.355  -2.705  -0.382  0.11
C  0.971  -2.131  0.824  -0.46
O  1.257  -3.142  0.231  0.11
O  -0.011  -2.090  1.728  0.11
H  -0.440  -2.959  1.782  0.14
H  0.098  2.238  2.410  0.13
H  1.013  3.408  1.399  0.13
H  -1.341  0.645  2.342  0.10
H  -2.921  -1.176  2.065  0.11
H  -4.119  -2.465  -0.905  0.09
H  -5.418  -1.447  -0.304  0.09
H  -4.458  -2.405  0.829  0.08

Output
Frontier orbital gap ... 8.67 eV
Structure (SMILES) ... Cc1ccc(C(=O)Cn2nc(C(=O)O)c3ccccc3c2=O)cc1C
Maximum force ... 0.0227 hartree/bohr
Energy relative to the best compared isomer or geometry (same formula, charge and spin) ... 62.02 kJ/mol
E_HOMO ... -0.32596 hartree
E_tot ... -31133.4931 eV